(1)
The following is a quantum chemistry calculation of a structure of composition C37H32ClN7O3S2Yb, from the OMol25 dataset.

Its charge is -1. As for the expectation value of S²: 0.751. Its spin multiplicity is 2. The value obtained for the total energy is -4453.6815 a.u. The calculation puts the frontier orbital gap (spin up / spin down) at 6.019 / 6.020 eV.

Each line ends with the Mulliken charge.
Positions of all 83 atoms, in Å:
Yb  0.76  1.10  1.33  -0.431
Cl  -4.72  5.95  1.55  -0.270
C  -3.24  5.03  1.75  0.135
C  -2.02  5.70  1.77  -0.527
C  -0.86  4.98  1.92  -0.235
C  -0.86  3.57  2.06  0.311
O  0.26  2.93  2.15  -0.626
C  -2.12  2.92  2.06  0.562
C  -2.28  1.49  2.24  -0.347
N  -1.33  0.67  2.54  0.030
C  -1.66  -0.65  2.90  -0.177
C  -2.80  -0.95  3.65  -0.458
C  -3.05  -2.24  4.08  -1.032
C  -2.13  -3.24  3.82  -0.773
C  -0.98  -2.97  3.09  0.943
C  0.08  -3.98  2.99  -0.656
C  1.26  -3.70  2.42  -1.342
C  1.47  -2.43  1.69  0.295
N  0.38  -1.38  1.79  1.050
C  -0.77  -1.68  2.60  0.521
C  -3.29  3.67  1.89  -1.086
H  -1.99  6.77  1.65  0.404
H  0.11  5.48  1.95  0.482
H  -3.30  1.13  2.12  0.545
H  -3.48  -0.15  3.92  0.573
H  -3.94  -2.45  4.66  0.372
H  -2.29  -4.25  4.20  0.389
H  -0.09  -4.93  3.48  0.390
H  2.08  -4.39  2.44  0.447
H  2.46  -2.01  1.66  0.426
H  -4.25  3.16  1.86  0.398
N  1.06  3.04  -0.61  -0.184
C  0.27  2.34  -1.64  0.481
C  -0.17  3.22  -2.81  -1.510
C  -1.27  2.72  -3.74  -0.267
C  -1.02  1.38  -4.44  -1.388
N  -1.32  0.18  -3.67  0.209
C  -2.60  -0.23  -3.39  0.553
N  -3.60  0.42  -4.11  -0.575
N  -2.79  -1.21  -2.60  -0.540
C  -0.91  1.73  -0.84  0.610
O  -2.00  2.29  -0.83  -0.717
O  -0.59  0.66  -0.20  0.143
H  0.55  3.88  -0.33  0.113
H  1.95  3.33  -0.99  0.329
H  0.89  1.51  -1.98  0.321
H  0.73  3.42  -3.41  0.353
H  -0.51  4.17  -2.40  0.290
H  -1.40  3.48  -4.52  0.320
H  -2.20  2.67  -3.17  0.290
H  0.03  1.32  -4.75  0.452
H  -1.61  1.32  -5.35  0.526
H  -0.66  -0.12  -2.97  -0.057
H  -3.48  1.42  -4.23  0.240
H  -4.53  0.19  -3.79  0.272
H  -0.89  -1.83  -0.86  0.491
H  -3.77  -1.42  -2.45  0.136
S  2.91  0.34  -0.01  -0.455
C  4.18  0.67  1.18  0.535
C  5.49  0.82  0.69  -0.715
C  6.56  1.07  1.53  -0.543
C  6.35  1.17  2.90  -0.525
C  5.07  1.01  3.40  -0.721
C  3.96  0.76  2.57  0.445
S  2.39  0.55  3.35  -0.448
H  5.64  0.74  -0.38  0.372
H  7.56  1.19  1.12  0.341
H  7.17  1.36  3.58  0.334
H  4.88  1.08  4.47  0.398
N  1.39  -7.48  -4.91  -0.557
C  1.21  -6.62  -4.17  0.032
C  0.98  -5.54  -3.25  0.602
C  0.75  -5.83  -1.90  -0.973
C  0.48  -4.80  -1.02  -0.215
C  0.41  -3.47  -1.46  -0.279
C  0.67  -3.20  -2.81  -0.050
C  0.96  -4.22  -3.69  -0.898
C  -0.02  -2.40  -0.54  -0.346
C  0.54  -2.14  0.61  -0.166
H  0.78  -6.85  -1.56  0.445
H  0.29  -5.01  0.03  0.425
H  0.64  -2.17  -3.15  0.316
H  1.16  -4.01  -4.73  0.446



(2)
The following is a quantum chemistry calculation of a structure of composition C37H32ClN7O3S2Yb, from the OMol25 dataset.

Its charge is -1. As for the expectation value of S²: 0.751. Its spin multiplicity is 2. The value obtained for the total energy is -4453.6363 a.u. The calculation puts the frontier orbital gap (spin up / spin down) at 5.002 / 5.001 eV.

Each line ends with the Mulliken charge.
Positions of all 83 atoms, in Å:
Yb  0.36  0.30  -0.53  0.335
Cl  -7.42  -0.39  -0.18  -0.283
C  -5.70  -0.39  -0.49  -0.188
C  -5.20  -1.15  -1.55  -0.609
C  -3.85  -1.14  -1.80  -0.266
C  -2.91  -0.42  -1.00  0.771
O  -1.68  -0.46  -1.28  -0.313
C  -3.46  0.35  0.08  0.095
C  -2.71  1.18  0.97  -0.006
N  -1.44  1.24  1.19  0.313
C  -0.99  2.13  2.18  0.700
C  -1.79  2.83  3.07  -0.847
C  -1.27  3.67  4.05  -1.067
C  0.07  3.84  4.20  -0.785
C  0.95  3.16  3.32  1.085
C  2.35  3.29  3.42  -0.784
C  3.15  2.65  2.53  -1.154
C  2.55  1.87  1.53  0.461
N  1.25  1.70  1.41  0.367
C  0.43  2.32  2.30  -0.051
C  -4.86  0.35  0.29  -1.223
H  -5.87  -1.72  -2.18  0.421
H  -3.45  -1.70  -2.63  0.547
H  -3.36  1.85  1.53  0.134
H  -2.87  2.73  3.04  0.373
H  -1.96  4.19  4.72  0.364
H  0.49  4.48  4.96  0.375
H  2.75  3.92  4.21  0.393
H  4.22  2.72  2.57  0.469
H  3.17  1.39  0.79  -0.087
H  -5.26  0.95  1.09  0.474
N  -0.50  -2.19  0.53  -0.232
C  -0.82  -3.11  -0.55  0.948
C  -0.85  -4.57  -0.02  -0.941
C  -1.40  -5.76  -0.83  -1.267
C  -2.76  -5.56  -1.51  -0.823
N  -2.58  -4.82  -2.73  -0.329
C  -3.54  -4.43  -3.49  0.578
N  -4.87  -4.64  -3.25  -0.392
N  -3.24  -3.73  -4.64  -0.597
C  0.13  -2.77  -1.71  0.338
O  0.22  -3.59  -2.73  -0.594
O  0.78  -1.74  -1.69  -0.240
H  0.41  -2.43  0.94  0.222
H  -1.20  -2.24  1.26  0.257
H  -1.82  -2.84  -0.91  -0.357
H  -1.47  -4.52  0.89  0.385
H  0.16  -4.82  0.31  0.371
H  -1.51  -6.58  -0.13  0.475
H  -0.68  -6.08  -1.59  0.377
H  -3.45  -5.05  -0.83  0.434
H  -3.19  -6.55  -1.73  0.588
H  -0.71  -4.05  -2.86  0.320
H  -5.11  -5.31  -2.55  0.203
H  -5.52  -4.52  -4.00  0.217
H  -2.30  -3.36  -4.67  0.248
H  -3.95  -3.11  -4.99  0.223
S  2.52  -1.29  0.80  -0.521
C  4.03  -0.71  0.14  0.808
C  5.22  -1.15  0.76  -0.745
C  6.47  -0.70  0.37  -0.520
C  6.56  0.22  -0.67  -0.562
C  5.41  0.65  -1.30  -0.630
C  4.13  0.20  -0.94  0.099
S  2.78  0.84  -1.86  -0.391
H  5.13  -1.86  1.57  0.384
H  7.36  -1.05  0.87  0.328
H  7.53  0.60  -0.99  0.338
H  5.47  1.37  -2.12  0.375
N  -6.68  5.53  -5.62  -0.573
C  -5.80  5.07  -5.05  0.052
C  -4.71  4.49  -4.34  0.557
C  -3.44  5.07  -4.40  -0.511
C  -2.37  4.49  -3.74  -0.720
C  -2.54  3.31  -2.99  0.033
C  -3.83  2.75  -2.93  -0.079
C  -4.89  3.32  -3.59  -0.636
C  -1.45  2.69  -2.32  -0.069
C  -0.52  2.15  -1.75  -0.139
H  -3.30  5.97  -4.98  0.441
H  -1.39  4.93  -3.79  0.497
H  -3.97  1.84  -2.35  0.295
H  -5.88  2.88  -3.53  0.464



(3)
The following is a quantum chemistry calculation of a structure of composition C37H32LiN3OP2Se, from the OMol25 dataset.

Its charge is -2. The value obtained for the total energy is -4760.3790 a.u. The calculation puts the frontier orbital gap at 2.770 eV.

Each line ends with the Mulliken charge.
Positions of all 77 atoms, in Å:
Li  1.66  1.13  -2.77  0.476
O  4.50  -1.54  -1.03  -0.878
C  3.55  -0.73  -1.15  -0.180
N  2.37  -0.90  -1.71  0.335
C  2.21  -2.12  -2.44  -1.348
C  1.42  -1.88  -3.71  0.877
C  1.15  -2.92  -4.60  -0.957
C  0.46  -2.65  -5.77  -0.241
C  0.07  -1.34  -6.03  -1.020
C  0.37  -0.36  -5.10  -0.157
N  1.01  -0.64  -3.96  0.386
C  3.79  0.69  -0.66  0.475
C  4.71  0.96  0.35  -0.728
C  4.91  2.28  0.71  -0.319
C  4.24  3.29  0.02  -0.920
C  3.37  2.93  -1.00  -0.195
N  3.14  1.65  -1.30  0.085
H  1.69  -2.90  -1.86  0.140
H  3.18  -2.55  -2.71  0.652
H  1.50  -3.92  -4.37  0.402
H  0.24  -3.45  -6.47  0.362
H  -0.45  -1.08  -6.95  0.380
H  0.15  0.70  -5.24  0.368
H  5.22  0.14  0.83  0.511
H  5.61  2.54  1.50  0.387
H  4.40  4.34  0.25  0.407
H  2.83  3.63  -1.63  0.538
C  -1.85  -0.94  -0.08  -1.778
P  -0.06  -0.76  -0.83  -0.198
C  0.77  -1.08  0.79  1.836
C  1.57  -0.24  1.56  0.264
C  2.24  -0.71  2.68  -0.914
C  2.13  -2.03  3.07  -0.757
C  1.34  -2.89  2.32  -0.836
C  0.68  -2.42  1.20  -1.377
C  -0.30  1.05  -1.15  0.502
C  0.15  2.17  -0.45  0.579
C  -0.28  3.44  -0.79  -1.166
C  -1.17  3.63  -1.84  -0.661
C  -1.62  2.53  -2.55  -0.920
C  -1.19  1.26  -2.22  -0.312
P  -2.66  0.43  0.83  -0.064
C  -4.11  -0.45  1.57  0.382
C  -4.76  0.12  2.68  -0.428
C  -5.87  -0.48  3.24  -0.587
C  -6.38  -1.66  2.71  -0.413
C  -5.76  -2.22  1.61  -0.607
C  -4.64  -1.62  1.04  -0.368
C  -1.65  0.57  2.37  0.533
C  -1.13  1.82  2.70  -0.518
C  -0.40  2.00  3.87  -0.508
C  -0.20  0.93  4.73  -0.481
C  -0.72  -0.32  4.41  -0.639
C  -1.44  -0.49  3.24  -0.198
H  -1.88  -1.87  0.49  1.036
H  -2.47  -1.09  -0.97  0.751
H  1.71  0.79  1.28  0.021
H  2.87  -0.03  3.24  0.469
H  2.67  -2.40  3.94  0.363
H  1.25  -3.94  2.59  0.343
H  0.08  -3.11  0.61  0.409
H  0.86  2.07  0.35  0.745
H  0.11  4.30  -0.26  0.450
H  -1.47  4.62  -2.13  0.314
H  -2.26  2.67  -3.41  0.374
H  -1.51  0.41  -2.81  0.329
H  -4.37  1.04  3.10  0.342
H  -6.34  -0.02  4.10  0.363
H  -7.25  -2.13  3.16  0.352
H  -6.15  -3.14  1.18  0.365
H  -4.17  -2.08  0.18  0.356
H  -1.29  2.65  2.02  0.379
H  0.01  2.97  4.10  0.412
H  0.38  1.06  5.64  0.364
H  -0.54  -1.17  5.07  0.403
H  -1.83  -1.47  3.00  0.346
Se  1.59  2.95  -4.36  -1.492



Quick rundown of ΔE to the lowest compared entry with this formula, charge and spin, same order as above: 0.0, 118.8, 0.0 kJ/mol